ORCA calculation (ωB97M-V with the def2-TZVPD basis set) on C20H29ClN2O5S in the gas phase.

Last column: Mulliken charge in e.
Positions of all 58 atoms, in Å:
C1 4.185 -1.212 -0.636  -1.58
C2 2.979 -0.629 0.029  0.80
C3 3.081 0.136 1.175  -0.79
C4 1.953 0.681 1.785  0.66
C5 0.709 0.454 1.230  -0.57
C6 0.590 -0.305 0.080  0.27
C7 1.706 -0.861 -0.523  -0.36
O1 1.653 -1.621 -1.653  -0.56
C8 0.395 -2.154 -2.017  -0.18
C9 -0.626 -1.127 -2.532  0.48
O2 -1.817 -1.351 -2.472  -0.70
N1 -0.076 -0.017 -3.043  0.01
H1 0.929 0.078 -3.023  0.33
C10 -0.841 1.139 -3.471  -0.32
C11 -0.514 1.476 -4.926  -0.76
C12 -1.322 2.687 -5.383  -0.68
C13 -1.039 3.888 -4.485  -0.70
C14 -1.359 3.550 -3.032  -0.85
C15 -0.556 2.339 -2.566  0.00
H2 -0.814 2.107 -1.531  -0.15
H3 0.512 2.572 -2.607  0.36
H4 -2.424 3.330 -2.936  0.37
H5 -1.136 4.401 -2.388  0.38
H6 0.015 4.165 -4.571  0.32
H7 -1.636 4.742 -4.810  0.35
H8 -2.386 2.446 -5.340  0.34
H9 -1.073 2.926 -6.419  0.36
H10 -0.734 0.615 -5.560  0.36
H11 0.553 1.697 -5.012  0.30
H12 -1.893 0.851 -3.385  0.34
H13 -0.062 -2.687 -1.174  0.08
H14 0.604 -2.869 -2.818  0.38
H15 -0.396 -0.439 -0.329  0.28
S1 -0.848 1.159 1.807  1.52
O3 -1.295 2.013 0.746  -0.71
O4 -0.723 1.693 3.126  -0.73
N2 -1.927 -0.094 1.895  -0.28
H16 -2.116 -0.521 1.001  0.35
C16 -1.759 -1.049 2.960  -1.34
H17 -2.727 -1.527 3.137  0.43
C17 -0.690 -2.120 2.651  0.59
C18 -0.850 -3.358 3.538  -0.72
H18 0.111 -3.858 3.662  0.33
C19 -1.794 -4.225 2.707  -0.72
H19 -2.829 -3.920 2.860  0.24
C20 -1.345 -3.897 1.285  -0.57
H20 -0.543 -4.576 0.963  0.31
O5 -0.831 -2.571 1.309  -0.16
H21 -2.157 -3.940 0.554  0.35
H22 -1.705 -5.285 2.930  0.41
H23 -1.248 -3.106 4.518  0.40
H24 0.305 -1.667 2.740  0.07
H25 -1.472 -0.477 3.844  0.42
Cl1 2.129 1.626 3.207  -0.22
H26 4.048 0.321 1.615  0.43
H27 5.071 -1.074 -0.024  0.41
H28 4.345 -0.735 -1.602  0.31
H29 4.031 -2.273 -0.822  0.32

Values from the calculation:
E_LUMO	0.548	eV
HOMO-LUMO gap	9.312	eV
electronic energy	-57786.473	eV